Entry A
Below is one molecule with the formula C2H3N3O3, with properties calculated with ωB97M-V/def2-TZVPD.

Positions of all 11 atoms, in Å:
O1 0.4112 -1.4055 -0.0364
O2 -1.2834 1.6101 -0.1841
O3 2.6849 -0.1941 -0.0229
N1 1.5683 0.6639 -0.0909
N2 -0.8212 0.3814 -0.0238
N3 -0.8897 -1.8072 -0.1167
C1 -1.5915 -0.7470 -0.0287
C2 0.4763 -0.0099 -0.0959
H1 -1.3404 1.9415 0.7194
H2 3.4225 0.4068 -0.1461
H3 -2.6370 -0.8401 0.0260

## Properties
SMILES   O/N=c1\oncn1O

Entry B
Below is one molecule with the formula C2H3N3O3, with properties calculated with ωB97M-V/def2-TZVPD.

Positions of all 11 atoms, in Å:
O1 -0.3388 1.5905 -0.2553
O2 0.7606 -1.5378 0.0486
O3 -2.5526 -0.3679 0.1999
N1 -1.5222 -1.1553 -0.2175
N2 0.2306 0.5092 0.3367
N3 1.6392 0.5276 0.0705
C1 -0.3443 -0.7058 0.0150
C2 1.8957 -0.7446 -0.0898
H1 2.8767 -1.0751 -0.0992
H2 -0.3413 2.4202 0.3474
H3 -2.3037 0.5391 -0.3563

## Properties
SMILES   O/N=c1/ocnn1O

Stability, highest: entry A

Entry A
Below is a 2-piece molecular cluster, C4H8ClN2O overall, with properties calculated with ωB97M-V/def2-TZVPD.

Positions of all 16 atoms, in Å:
Cl1 1.8742 -2.0639 1.2141
O1 0.8924 -2.7856 -1.1362
N1 -2.2853 -1.0630 0.4449
N2 0.2661 0.4845 -0.1081
C1 0.8887 -1.9666 -0.2918
C2 1.5060 1.1637 -0.4300
C3 0.1452 -0.7651 -0.1235
C4 -0.8118 1.3867 0.2160
H1 -2.1566 -1.6952 1.2333
H2 -0.5598 1.9503 1.1148
H3 -2.5165 -1.6250 -0.3734
H4 1.3747 1.7154 -1.3629
H5 1.7302 1.8854 0.3571
H6 -1.7263 0.8127 0.3826
H7 2.3368 0.4708 -0.5378
H8 -0.9579 2.0950 -0.5992

## Properties
Total charge   +1

Entry B
Below is a 2-piece molecular cluster, C4H8ClN2O overall, with properties calculated with ωB97M-V/def2-TZVPD.

Positions of all 16 atoms, in Å:
Cl1 3.8799 -0.6712 -0.1527
O1 1.6714 1.7218 0.2165
N1 -0.3872 0.1147 -0.0276
N2 2.1216 -0.5475 -0.1608
C1 -0.8706 0.0412 -1.3858
C2 -1.1360 0.7545 1.0186
C3 1.5515 0.5915 0.0155
C4 -0.8984 -0.7095 1.0402
H1 -2.1178 1.1375 0.7686
H2 -1.9469 -0.1461 -1.4065
H3 -0.3664 -0.7599 -1.9255
H4 -0.6717 0.9883 -1.8874
H5 -0.5727 1.3942 1.6838
H6 -0.1725 -1.1121 1.7321
H7 -1.7111 -1.3819 0.7965
H8 1.6269 -1.4153 -0.3255

## Properties
Total charge   +1

Stability, highest: entry B

Entry A
Below is an isolated ion of composition C2H8N and charge +1, with properties calculated with ωB97M-V/def2-TZVPD.

Positions of all 11 atoms, in Å:
N1 0.8504 0.8048 0.4054
C1 -1.0786 -0.5622 -0.1556
C2 0.3824 -0.4273 -0.3630
H1 0.6540 -0.3970 -1.4306
H2 0.2869 1.6539 0.3116
H3 -1.4539 -0.2347 0.8163
H4 -1.7119 0.1967 -0.6877
H5 -1.6433 -1.4861 -0.3073
H6 0.9884 -1.2405 0.0592
H7 1.0064 0.5516 1.3792
H8 1.7192 1.1411 -0.0275

## Properties
SMILES   CC[NH3+]
Total charge   +1

Entry B
Below is a 2-piece molecular cluster, C2H8N overall, with properties calculated with ωB97M-V/def2-TZVPD.

Positions of all 11 atoms, in Å:
N1 -1.6209 -0.1446 0.5994
C1 1.4695 -0.4171 -0.0973
C2 1.1071 0.5930 -0.8924
H1 1.5918 -1.4250 -0.4667
H2 -2.2894 -0.6792 0.0480
H3 1.0107 1.6143 -0.5368
H4 -1.4036 -0.6449 1.4635
H5 1.1063 0.5164 -1.9742
H6 1.6817 -0.1902 0.9425
H7 -0.6695 -0.0154 0.1356
H8 -1.9837 0.7927 0.7783

## Properties
Total charge   +1

Stability, highest: entry A

Entry A
Below is a 2-piece molecular cluster, C5H9NS3 overall, with properties calculated with ωB97M-V/def2-TZVPD.

Positions of all 18 atoms, in Å:
S1 0.8585 -0.2769 -2.2174
S2 -2.1659 0.7814 -0.5326
S3 0.1130 0.4439 1.6308
N1 -0.3949 -2.0183 -0.7690
C1 -0.8742 1.0943 0.3964
C2 1.1740 2.4480 -0.1705
C3 0.5513 -1.1195 -0.8618
C4 0.0207 2.1288 0.7559
C5 -0.8977 -2.5330 0.4812
H1 1.4212 1.5841 -0.7667
H2 2.0565 2.5899 0.4503
H3 -1.7596 -3.2118 0.4473
H4 1.0942 3.3841 -0.7183
H5 -1.0534 -1.9153 -1.5897
H6 -0.3322 2.9587 1.4427
H7 -0.8611 -1.6904 1.2134
H8 1.2534 -1.2629 -0.0380
H9 -0.2038 -3.3851 0.8460

## Properties
SMILES   C[C@@H]1SC1=S.CNC=S

Entry B
Below is one molecule with the formula C5H9NS3, with properties calculated with ωB97M-V/def2-TZVPD.

Positions of all 18 atoms, in Å:
S1 2.4372 -0.6976 0.0946
S2 1.3856 2.0206 0.2468
S3 0.0240 -0.0166 -1.5746
N1 -1.7716 -0.5945 0.4022
C1 -0.0953 2.9779 -0.3706
C2 0.9842 0.3125 -0.1668
C3 -0.8802 -0.3807 1.3717
C4 -1.5994 -0.5202 -0.8365
C5 1.7491 -2.3426 -0.2909
H1 -0.6878 2.2834 -1.0823
H2 2.3181 -2.9709 0.2459
H3 -0.3576 -1.1984 1.7891
H4 0.2735 3.8061 -0.9206
H5 -0.5728 0.5449 1.7410
H6 -2.3058 -0.7150 -1.5032
H7 0.7595 -2.3045 0.0688
H8 1.9267 -2.6620 -1.4108
H9 -0.7516 3.3850 0.4737

Stability, highest: entry A

Entry A
Below is an isolated ion of composition C5H11N4O5S and charge +1, with properties calculated with ωB97M-V/def2-TZVPD.

Positions of all 26 atoms, in Å:
S1 -1.7648 0.3665 -1.5019
O1 -3.3065 0.5114 -1.6102
O2 -1.4384 1.6775 -0.5404
O3 -1.0616 0.3627 -2.7431
O4 0.6591 -0.5411 2.1879
O5 -1.3395 -0.7633 -0.7007
N1 1.8532 -1.1386 0.4795
N2 1.2235 1.0844 -0.8656
N3 1.2549 -1.0629 -1.7646
N4 -0.6800 1.2110 0.5467
C1 2.1951 -1.5558 -0.9189
C2 -1.2743 0.8408 1.8071
C3 -0.1827 0.4776 2.7700
C4 1.0163 -0.2842 0.9810
C5 0.5384 0.8152 0.2158
H1 -1.8563 1.7184 2.2130
H2 0.5131 1.3116 2.9254
H3 2.2883 -1.8263 1.1147
H4 0.3612 -1.3162 -1.5228
H5 -0.6830 -0.0043 3.7273
H6 1.3436 -0.2760 -2.4599
H7 2.0660 -2.6923 -0.9189
H8 -3.6631 0.6713 -2.5195
H9 -1.9979 -0.0382 1.7556
H10 3.1903 -1.1804 -1.1334
H11 0.7450 1.6312 -1.5242

## Properties
SMILES   [H]/N=C1/C(=[NH+]\CN)OCCN1OS(=O)(=O)O
Total charge   +1

Entry B
Below is an isolated ion of composition C5H11N4O5S and charge +1, with properties calculated with ωB97M-V/def2-TZVPD.

Positions of all 26 atoms, in Å:
S1 -0.7941 0.6690 2.6487
O1 0.2856 1.3562 2.0947
O2 -1.8549 1.6335 3.2543
O3 -0.6634 -0.4773 3.4598
O4 -1.5883 0.1181 1.2606
O5 0.3590 -1.9215 -1.6122
N1 0.0941 1.8785 -0.6520
N2 2.6939 -0.5599 -0.5262
N3 0.8524 -1.4763 1.1484
N4 -0.7418 -0.0332 0.1396
C1 -1.4764 -0.3674 -1.0147
C2 1.6161 -0.0003 -0.3712
C3 1.3722 1.5478 -0.8501
C4 0.4478 -0.5569 0.3925
C5 -0.6032 -1.0274 -2.1700
H1 2.2564 1.8709 -0.2877
H2 -1.9481 0.4501 -1.5499
H3 -2.2777 -0.9832 -0.7561
H4 0.2505 -2.0819 1.7133
H5 3.6379 -0.1657 -0.9960
H6 1.6014 1.5510 -1.8954
H7 -0.0020 -0.3846 -2.6926
H8 -2.5915 1.1991 3.8011
H9 0.3628 -2.8112 -1.8887
H10 -1.1327 -1.5980 -2.9003
H11 -0.1559 2.1707 0.2501

## Properties
Total charge   +1

Stability, highest: entry A